Record 1
{
  "formula": "C16H16N2O4S2",
  "method": "wB97M-V/def2-TZVPD",
  "smiles": "O=C(N[C@H]1CCSC1=O)c1cccc(C(=O)N[C@@H]2CCSC2=O)c1",
  "max_force_ev_per_a": 0.6,
  "charge": 0,
  "relative_energy_kcal_mol": 0.0,
  "species": ["S", "S", "O", "O", "O", "O", "N", "N", "C", "C", "C", "C", "C", "C", "C", "C", "C", "C", "C", "C", "C", "C", "C", "C", "H", "H", "H", "H", "H", "H", "H", "H", "H", "H", "H", "H", "H", "H", "H", "H"],
  "coordinates": [[6.30599, 1.70276, -0.61685], [-4.62051, 3.06628, 0.13867], [-3.84035, -2.26505, 0.05183], [-4.78490, 1.31083, 2.08267], [4.17730, 0.94686, -1.96383], [1.46664, 0.83318, 1.39349], [3.04858, -0.30493, 0.26327], [-3.29102, -0.09610, -0.21847], [-4.54380, 2.39045, -1.56127], [5.16956, 0.36715, 1.40686], [6.22666, 1.43530, 1.19501], [-5.12531, 0.98746, -1.48001], [1.15710, -2.47498, -0.03208], [0.79731, -1.17714, 0.31906], [1.77561, -0.12414, 0.71239], [-1.15261, -3.02272, -0.38243], [-4.72257, 1.47692, 0.90198], [-4.65359, 0.38011, -0.16277], [4.68166, 1.08678, -0.88675], [-1.52715, -1.72650, -0.03451], [0.17909, -3.39318, -0.37444], [-2.98588, -1.40916, -0.04344], [-0.54657, -0.81568, 0.33313], [4.03644, 0.72247, 0.44492], [-0.78224, 0.18315, 0.67163], [2.19047, -2.78832, -0.00654], [4.82167, 0.35565, 2.43891], [5.56624, -0.61944, 1.15669], [-5.11370, 3.04953, -2.21161], [-4.80367, 0.37990, -2.32549], [7.21581, 1.13983, 1.53533], [3.49957, 1.60866, 0.81932], [-5.26135, -0.47864, 0.14436], [3.22993, -0.99245, -0.45127], [-6.21496, 1.03768, -1.47768], [-2.55300, 0.58641, -0.28463], [5.94691, 2.38026, 1.66029], [-3.50101, 2.39191, -1.87839], [0.45841, -4.40354, -0.63244], [-1.92680, -3.72759, -0.64491]],
  "mulliken_charge": [-0.150, -0.139, -0.680, -0.533, -0.550, -0.683, -0.135, -0.136, -0.606, -0.863, -0.601, -0.710, -0.573, 0.065, 0.346, -0.692, 0.338, -0.258, 0.369, 0.650, -0.747, 0.457, -0.339, -0.082, 0.607, 0.483, 0.323, 0.361, 0.411, 0.311, 0.420, 0.389, 0.502, 0.321, 0.343, 0.255, 0.334, 0.307, 0.406, 0.478]
}



Record 2
{
  "formula": "C16H16N2O5ReS2",
  "method": "wB97M-V/def2-TZVPD",
  "s2": 0.76,
  "max_force_ev_per_a": 1.4,
  "charge": 2,
  "relative_energy_kcal_mol": 2.0,
  "spin_multiplicity": 2,
  "species": ["Re", "S", "S", "O", "O", "O", "O", "O", "N", "N", "C", "C", "C", "C", "C", "C", "C", "C", "C", "C", "C", "C", "C", "C", "C", "C", "H", "H", "H", "H", "H", "H", "H", "H", "H", "H", "H", "H", "H", "H", "H", "H"],
  "coordinates": [[-0.87830, -0.40236, -0.36215], [0.77281, -4.66168, 0.40139], [0.89315, -0.70456, -4.60668], [-2.81578, 3.06070, -0.13461], [0.59841, 0.63541, 0.56341], [-3.04810, 0.82883, 2.73688], [-1.88424, -0.42734, 1.25954], [-1.70445, 1.23848, -0.88464], [0.00075, -0.68593, -2.25556], [-0.06606, -2.35039, -0.14994], [-0.77795, -3.18427, 2.14144], [-1.86947, 2.36663, -0.05900], [0.47221, 0.76225, 2.07192], [1.26035, -2.04596, -3.61945], [0.61643, 2.13172, 0.31569], [-0.71494, 2.53588, 0.93404], [0.70299, -1.88826, -2.40693], [1.79493, 2.55610, 1.17639], [1.69825, 1.59812, 2.39406], [-0.81678, 1.56901, 2.17833], [0.03048, 0.04762, -3.37734], [0.67413, -2.78914, -1.25994], [1.21028, -4.01107, -1.11273], [-0.62080, 1.37293, -3.59761], [-0.08652, -3.27367, 0.81902], [-2.05036, 0.66303, 2.13736], [-1.67972, 1.33470, -3.34656], [1.56973, 2.11863, 3.34037], [1.82130, -4.56407, -1.81128], [1.85112, -2.87371, -3.98467], [-0.04557, -3.05563, 2.94189], [1.70934, 3.60543, 1.44953], [-1.48748, -2.36771, 2.17217], [-0.88707, 2.11807, 3.11270], [0.72166, 2.30675, -0.74776], [-0.73479, 3.58054, 1.23050], [2.58082, 0.96813, 2.46819], [-1.31098, -4.11400, 2.34251], [-0.51955, 1.67277, -4.63834], [-0.15853, 2.14039, -2.97684], [2.73063, 2.41838, 0.64091], [0.44767, -0.23075, 2.50375]],
  "mulliken_charge": [1.981, -0.077, -0.055, -0.443, -0.792, -0.443, -0.550, -0.475, -0.174, -0.229, -1.258, -0.102, -0.121, -0.254, 0.008, 0.076, 0.073, -0.917, -0.956, 0.042, 0.625, -0.101, -0.197, -0.962, 0.739, -0.023, 0.282, 0.399, 0.449, 0.454, 0.359, 0.382, 0.185, 0.672, 0.316, 0.639, 0.368, 0.506, 0.495, 0.186, 0.360, 0.531]
}



Record 3
{
  "formula": "C16H16N2OS",
  "method": "wB97M-V/def2-TZVPD",
  "smiles": "Cc1cc2ccccc2n1CCNC(=O)c1cccs1",
  "max_force_ev_per_a": 0.7,
  "charge": 0,
  "relative_energy_kcal_mol": 4.3,
  "species": ["S", "O", "N", "N", "C", "C", "C", "C", "C", "C", "C", "C", "C", "C", "C", "C", "C", "C", "C", "C", "H", "H", "H", "H", "H", "H", "H", "H", "H", "H", "H", "H", "H", "H", "H", "H"],
  "coordinates": [[3.38347, 0.25059, -0.00549], [0.15708, -0.42482, -2.18041], [0.97117, 1.51723, -1.34403], [-1.04012, 1.17967, 0.54150], [-3.43822, -1.20384, -0.94821], [-2.82463, 0.01920, -0.78222], [0.99498, 0.16573, -1.52892], [-0.98196, 2.42707, -0.16622], [-2.05135, -2.23708, 0.73854], [-1.41515, -1.01216, 0.92773], [4.10274, -1.25620, 0.38241], [0.79320, 1.68286, 2.19093], [-3.05508, -2.31828, -0.19959], [-1.80840, 0.10738, 0.15877], [2.27899, -1.89566, -0.86810], [-0.15923, 0.75663, 1.51671], [3.41147, -2.30398, -0.13799], [2.11968, -0.53813, -0.89811], [-0.36954, -0.56423, 1.78081], [-0.25545, 2.25006, -1.52022], [-3.12966, 0.87285, -1.36943], [-4.22962, -1.30566, -1.67625], [4.99700, -1.27047, 0.97376], [3.70007, -3.33083, -0.00311], [-0.45163, 3.15804, 0.44836], [1.32615, 1.13751, 2.96493], [-1.99587, 2.79579, -0.34712], [-0.86978, 1.65116, -2.19618], [1.58762, -2.55938, -1.35385], [0.26178, 2.51235, 2.65968], [-1.75659, -3.10000, 1.31788], [-3.55936, -3.25927, -0.36617], [1.67080, 1.92988, -0.74590], [-0.05406, 3.22522, -1.97051], [1.53114, 2.09561, 1.50205], [0.15837, -1.15486, 2.50392]],
  "mulliken_charge": [-0.168, -0.646, -0.218, 0.214, -0.815, -0.650, 0.464, -1.026, -0.896, 1.295, -0.362, -1.512, -0.493, 0.324, -0.579, 1.090, -0.489, 0.271, -1.357, -0.700, 0.343, 0.389, 0.464, 0.422, 0.416, 0.341, 0.367, 0.440, 0.498, 0.333, 0.422, 0.386, 0.245, 0.405, 0.308, 0.473]
}



Record 4
{
  "formula": "C16H16N3O2",
  "method": "wB97M-V/def2-TZVPD",
  "smiles": "CC(C)(c1ccccc1)[C@H]([N+]#N)c1ccc([N+](=O)[O-])cc1",
  "max_force_ev_per_a": 11.4,
  "charge": 1,
  "relative_energy_kcal_mol": 148.8,
  "species": ["O", "O", "N", "N", "N", "C", "C", "C", "C", "C", "C", "C", "C", "C", "C", "C", "C", "C", "C", "C", "C", "H", "H", "H", "H", "H", "H", "H", "H", "H", "H", "H", "H", "H", "H", "H", "H"],
  "coordinates": [[-5.54639, -1.49005, -0.26924], [-4.83219, -3.54642, -0.29693], [1.47004, -1.66048, 2.01762], [2.11038, -2.14745, 2.91055], [-4.63955, -2.33285, -0.06123], [-0.69192, -1.06740, 1.13425], [-2.29359, -2.83156, 0.56016], [-1.00117, -2.42524, 0.92456], [3.20115, 0.53727, 0.75786], [-3.32958, -1.88819, 0.40666], [-1.74282, -0.17191, 0.93880], [-3.02091, -0.53175, 0.57298], [1.29094, 1.33344, -0.62245], [-0.00145, 2.37551, -2.42819], [-0.12067, 3.54952, -1.66148], [1.89920, 0.12792, 0.02580], [2.22926, -1.03384, -1.00382], [0.50203, 3.62507, -0.40659], [0.67893, 1.26358, -1.91120], [1.22568, 2.55400, 0.08691], [0.78730, -0.61930, 1.25723], [-3.80092, 0.19605, 0.42317], [-0.46488, 2.32890, -3.43579], [-0.63425, 4.41195, -2.11129], [-0.23078, -3.20465, 0.95738], [1.49278, -1.87588, -0.83329], [0.83124, 0.34346, 1.89044], [2.94928, 0.61748, 1.82549], [3.57647, 1.53647, 0.45348], [0.65998, 0.32898, -2.48292], [0.40765, 4.54199, 0.16712], [-1.58642, 0.88017, 0.98505], [4.00978, -0.16938, 0.63612], [2.20132, -0.82554, -2.11174], [1.65451, 2.61669, 1.06694], [3.24103, -1.44354, -0.77907], [-2.48142, -3.90300, 0.41666]],
  "mulliken_charge": [-0.541, -0.536, 0.569, -0.318, 0.888, 0.303, -0.647, -0.436, -1.496, -0.040, -0.107, -0.768, -0.006, -0.786, -0.391, 1.963, -1.244, -0.886, -0.308, -0.293, -0.216, 0.514, 0.370, 0.400, 0.323, 0.340, 0.635, 0.452, 0.384, 0.284, 0.398, 0.432, 0.312, 0.363, 0.385, 0.269, 0.435]
}